(1)
Below is 2 unconnected molecules or ions with the total composition C5H4Cl3O2, with properties calculated with ωB97M-V/def2-TZVPD.

XYZ file:
```
14
Properties=species:S:1:pos:R:3:mulliken_charge:R:1
C -0.9612 -1.0121 1.6884 -1.020
C -0.8727 -0.3481 0.5550 0.454
C -1.9492 -0.1066 -0.5070 0.458
C 1.1919 0.7317 -1.1867 -0.815
C 1.1058 0.2906 0.2178 0.435
O -1.6977 0.1325 -1.6914 -0.699
O -3.0187 -0.2225 0.0773 -0.684
Cl 2.8985 0.7680 -1.8666 -0.256
Cl 1.5458 1.7166 1.2352 -0.218
Cl 1.9825 -1.1181 0.6841 -0.158
H -0.1705 -1.1867 2.2978 0.410
H -1.8899 -1.4516 1.7700 0.384
H 0.8293 0.0546 -1.9272 0.312
H 1.0061 1.7518 -1.3467 0.398
```

relative energy (zero: lowest compared OMol25 entry of this formula, charge and spin): 35.29 kcal per mole
net charge: -1
E_LUMO: 3.09 eV

***

(2)
Below is a molecular structure, C6H12N2, with properties calculated with ωB97M-V/def2-TZVPD.

XYZ file:
```
20
Properties=species:S:1:pos:R:3:mulliken_charge:R:1
C -2.1180 0.4456 -1.2577 -1.129
C 2.5320 -0.8450 -0.3643 -0.982
N 0.6774 -0.8662 0.0572 0.027
C -1.4441 0.3899 0.0699 0.456
C 0.4076 0.4218 -0.0373 0.432
N 0.4493 -1.5403 1.2361 -0.514
C -2.0376 0.3587 1.2548 -0.842
C 0.8494 1.6150 -0.3941 -1.033
H 0.6538 -2.5271 1.1394 0.242
H 0.9393 -1.1350 2.0295 0.228
H -1.8659 1.3676 -1.7903 0.257
H -1.8146 -0.3986 -1.8842 0.266
H -3.2115 0.4131 -1.1601 0.379
H 2.7258 -0.4226 -1.3486 0.329
H 2.7236 -1.9167 -0.3521 0.343
H 3.0883 -0.3435 0.4272 0.350
H -1.4782 0.2845 2.1825 0.261
H 0.1594 2.4459 -0.4836 0.320
H -3.1159 0.4837 1.3602 0.300
H 1.8800 1.7691 -0.6847 0.313
```

relative energy (zero: lowest compared OMol25 entry of this formula, charge and spin): 121.12 kcal per mole
E_LUMO: 0.90 eV

***

(3)
Below is 5 unconnected molecules or ions with the total composition C28H65B2O13S, with properties calculated with ωB97M-V/def2-TZVPD.

XYZ file:
```
109
Properties=species:S:1:pos:R:3:mulliken_charge:R:1
C 3.4265 4.9085 -1.2322 -1.684
C 3.0003 3.5917 -0.5835 -0.056
C 2.3008 2.6735 -1.5985 -1.443
C 2.7848 1.1888 -1.5812 -0.338
O 2.8539 0.7743 -2.9332 -0.766
B 1.4916 0.3002 -3.2711 0.982
S 1.6165 -1.4733 -4.1521 -0.582
C 0.8386 1.3217 -4.3938 -0.753
O -0.2371 0.7424 -5.1501 -0.338
C -0.3347 1.2621 -6.4455 -0.629
O 0.7403 0.2626 -2.0094 -0.717
C 1.7052 0.2683 -0.9777 2.004
C 2.1575 -1.1862 -0.6368 -1.738
C 3.5254 -1.5277 -1.1874 0.316
C 4.3762 -2.4134 -0.3344 -0.689
O 4.6293 -0.9708 -0.5568 -0.408
B 1.2705 0.9212 0.3960 0.141
O 2.2103 0.9926 1.4201 -0.696
C -0.1876 1.4825 0.6666 -0.179
C -0.1836 2.3275 1.9615 -1.095
H 2.5796 5.4412 -1.6636 0.340
H 4.1535 4.7309 -2.0246 0.394
H 3.9072 5.5809 -0.5182 0.452
H 3.9079 3.1435 -0.1700 0.223
H 2.3500 3.8661 0.2511 -0.049
H 2.5548 3.0368 -2.5914 0.697
H 1.2169 2.7397 -1.5276 0.356
H 3.7422 1.2054 -1.0599 0.880
H 0.4966 -2.0895 -3.7615 0.017
H 0.4189 2.1873 -3.8620 0.189
H 1.6437 1.6488 -5.0581 0.435
H -0.0311 2.3116 -6.5022 0.332
H 0.2956 0.6987 -7.1455 0.280
H -1.3769 1.1942 -6.7656 0.165
H 2.2318 -1.3803 0.4313 0.274
H 1.4994 -1.8954 -1.1351 0.531
H 3.5969 -1.6832 -2.2583 0.305
H 4.3017 -2.3563 0.7437 0.154
H 5.1001 -3.0526 -0.8212 0.267
H 2.9782 1.5011 1.1496 0.089
H -0.5429 2.0359 -0.1977 0.368
H -0.7930 0.5852 0.8383 0.269
H 0.0343 1.7068 2.8259 0.162
H -1.1325 2.8349 2.1390 0.357
H 0.6007 3.0740 1.8474 0.201
C -3.0511 -0.7971 3.6994 -0.887
O -1.8889 -1.1669 2.9832 -0.259
C -0.8288 -1.5943 3.8235 -0.244
C -0.7057 -3.1004 3.8422 -0.767
O -1.8352 -3.7112 4.4527 -0.321
C -2.7545 -4.2409 3.5155 -0.271
H -3.8640 -0.6992 2.9817 0.246
H -3.3261 -1.5502 4.4429 0.381
H -2.9034 0.1687 4.1966 0.317
H -0.9579 -1.2070 4.8391 0.346
H 0.0969 -1.1737 3.4165 0.302
H 0.1723 -3.3762 4.4347 0.375
H -0.5619 -3.4815 2.8274 0.377
H -2.3553 -5.1597 3.0709 0.336
H -2.9881 -3.5243 2.7251 0.327
H -3.6728 -4.4802 4.0517 -0.222
C 4.7326 0.9473 5.7421 -0.706
O 6.1161 1.0492 5.4565 -0.387
C 6.7853 -0.2011 5.4664 -0.505
C 7.0120 -0.7282 4.0662 -0.544
O 5.7917 -1.0527 3.4306 -0.342
C 5.3555 -0.0653 2.5019 -0.725
H 4.2732 1.9033 5.4972 0.241
H 4.2545 0.1663 5.1470 0.304
H 4.5752 0.7425 6.8077 0.331
H 6.2294 -0.9342 6.0593 0.308
H 7.7571 -0.0432 5.9471 0.382
H 7.6020 -1.6496 4.1292 0.416
H 7.5791 -0.0036 3.4736 0.314
H 5.9648 -0.0991 1.5944 0.442
H 5.3966 0.9373 2.9375 0.459
H 4.3261 -0.2889 2.2344 -0.004
C -8.8047 -4.3832 7.3431 -0.693
O -8.0624 -5.5634 7.0989 -0.368
C -7.6991 -5.7252 5.7362 -0.727
C -6.2580 -5.3396 5.4886 -0.379
O -6.0523 -3.9484 5.6852 -0.335
C -5.4407 -3.6536 6.9298 -0.810
H -8.8445 -4.2352 8.4211 0.242
H -8.3362 -3.5095 6.8843 0.293
H -9.8276 -4.4875 6.9643 0.323
H -8.3627 -5.1470 5.0865 0.355
H -7.8255 -6.7850 5.4929 0.391
H -6.0103 -5.5585 4.4447 0.360
H -5.5869 -5.9246 6.1242 0.360
H -4.3793 -3.9230 6.9079 0.287
H -5.9328 -4.1746 7.7546 0.424
H -5.5240 -2.5799 7.0912 0.248
C -0.9060 5.1141 -9.1835 -0.824
O -1.3352 3.7970 -8.9012 -0.271
C -2.7293 3.6108 -9.0681 -0.485
C -3.0468 2.9108 -10.3698 -0.554
O -2.7209 3.7139 -11.4965 -0.381
C -1.5002 3.3420 -12.1087 -0.701
H 0.1812 5.1012 -9.2404 0.244
H -1.3059 5.4757 -10.1348 0.346
H -1.2068 5.7961 -8.3803 0.313
H -3.2598 4.5665 -9.0083 0.344
H -3.0721 2.9811 -8.2410 0.389
H -4.1233 2.7162 -10.4127 0.376
H -2.5271 1.9497 -10.4183 0.325
H -1.6187 2.4050 -12.6643 0.321
H -0.6985 3.2291 -11.3755 0.305
H -1.2283 4.1309 -12.8089 0.244
```

net charge: -1
E_LUMO: 2.07 eV

***

(4)
Below is a single C5H12O molecule, with properties calculated with ωB97M-V/def2-TZVPD.

XYZ file:
```
18
Properties=species:S:1:pos:R:3:mulliken_charge:R:1
C 0.3413 0.9369 -1.7093 -1.570
C 0.2978 0.5384 -0.2331 0.910
C -0.7106 1.3913 0.5432 -1.610
C 0.0160 -0.9808 -0.0963 0.088
C 0.6851 -1.5992 1.1305 -1.440
O -1.3745 -1.2717 -0.1435 -0.548
H 1.2205 0.5021 -2.1983 0.370
H -0.5494 0.5779 -2.2367 0.330
H 0.3976 2.0240 -1.8333 0.410
H 1.2911 0.7298 0.1965 0.181
H -0.6087 1.2769 1.6289 0.325
H -0.5683 2.4530 0.3178 0.414
H -1.7383 1.1387 0.2637 0.394
H 0.4109 -1.4761 -0.9919 0.342
H 0.3348 -2.6269 1.2776 0.387
H 0.4748 -1.0249 2.0440 0.289
H 1.7731 -1.6227 0.9944 0.380
H -1.7629 -0.9646 0.6841 0.345
```

relative energy (zero: lowest compared OMol25 entry of this formula, charge and spin): 4.47 kcal per mole
E_LUMO: 1.00 eV
SMILES: CC(C)[C@@H](C)O

***

(5)
Below is a molecular structure, C32H37ClN2PtSi2, with properties calculated with ωB97M-V/def2-TZVPD.

XYZ file:
```
75
Properties=species:S:1:pos:R:3:mulliken_spin:R:1
C 0.9822 -3.5479 3.3682 -0.125
C 0.8147 -3.4531 1.9649 0.318
C 1.4067 -2.2062 1.5221 -0.056
H 0.4676 -4.2526 1.3082 0.007
C 1.8971 -1.5177 2.7313 -0.071
C 1.6347 -2.3955 3.8490 0.322
H 2.0168 -2.2604 4.8595 0.001
H 0.7965 -4.4531 3.9572 -0.003
H 1.7077 -1.9143 0.5190 0.024
H 2.5975 -0.6957 2.6841 -0.005
Pt -0.0609 -0.8183 2.2963 0.497
Si -1.0533 0.7307 0.6215 0.127
C -1.5522 -0.7231 -0.5709 0.017
C -2.8517 -0.5024 -1.0479 -0.003
H -3.4085 0.3697 -0.6988 0.000
C -3.4393 -1.3315 -2.0017 -0.001
H -4.4458 -1.1073 -2.3526 0.000
C -2.7552 -2.4444 -2.4962 -0.001
H -3.2216 -3.0904 -3.2457 0.000
C -1.4605 -2.6925 -2.0381 -0.001
H -0.9015 -3.5423 -2.4397 0.000
C -0.8737 -1.8554 -1.0716 -0.005
H 0.1417 -2.0926 -0.7300 -0.002
C 1.3556 0.7857 -0.5156 -0.142
C 1.7943 -0.0680 -1.5475 0.018
H 1.0643 -0.6369 -2.1358 -0.004
C 3.1598 -0.1029 -1.8127 0.031
H 3.4897 -0.6010 -2.7169 0.003
C 4.0627 0.4851 -0.9302 0.042
H 5.1221 0.4867 -1.1689 0.007
C 3.6212 1.0548 0.2646 -0.009
H 4.3419 1.4067 1.0025 -0.002
C 2.2609 1.1908 0.5098 0.095
H 1.9119 1.6157 1.4603 0.001
H 0.1173 0.7988 1.8093 0.006
Si 0.0694 1.9009 -1.2551 0.455
C 1.2530 3.2692 -1.7864 0.002
C 1.6841 3.3352 -3.1184 0.035
H 1.0049 3.0371 -3.9201 0.005
C 2.9951 3.7458 -3.3952 0.000
H 3.3644 3.6861 -4.4195 0.000
C 3.8060 4.2135 -2.3575 0.040
H 4.8475 4.4589 -2.5609 0.005
C 3.2998 4.3312 -1.0579 -0.014
H 3.9316 4.7232 -0.2576 -0.001
C 1.9937 3.9267 -0.7877 0.078
H 1.5806 4.0479 0.2140 -0.025
C -1.1031 1.6580 -2.8021 0.032
C -0.6323 0.7608 -3.7694 0.023
H 0.3965 0.3943 -3.7115 0.017
C -1.4431 0.3439 -4.8295 -0.002
H -1.0568 -0.4338 -5.4860 0.000
C -2.7044 0.9102 -5.0265 0.005
H -3.3240 0.5627 -5.8611 0.000
C -3.1519 1.8911 -4.1296 0.009
H -4.1391 2.3354 -4.3008 0.000
C -2.3642 2.2754 -3.0278 0.035
H -2.7497 3.0767 -2.3792 0.009
H -0.9826 2.1937 0.3252 0.061
Cl -2.7517 1.0673 1.7797 0.033
N -0.5077 -0.1626 4.2587 0.091
C -0.9156 -1.1087 5.3486 0.006
C -1.7807 -2.2556 4.8704 0.000
C -2.6667 -1.9129 3.6939 0.002
N -1.9272 -1.9926 2.3994 0.059
H -1.2212 0.5625 4.1404 -0.010
H 0.3294 0.3409 4.5528 -0.006
H 0.0020 -1.4768 5.8075 -0.011
H -1.4521 -0.5049 6.0887 0.003
H -1.1627 -3.1372 4.6572 0.002
H -2.4394 -2.5295 5.7050 0.000
H -3.5140 -2.6008 3.6300 0.001
H -3.0614 -0.8994 3.7556 0.002
H -1.7078 -2.9602 2.1709 -0.016
H -2.5392 -1.6927 1.6352 -0.010
```

<S²>: 2.037
relative energy (zero: lowest compared OMol25 entry of this formula, charge and spin): 13.08 kcal per mole
2S+1: 3
E_LUMO (alpha / beta): 0.09 / -0.02 eV

***

(6)
Below is a molecular structure, C12H14Br2, with properties calculated with ωB97M-V/def2-TZVPD.

XYZ file:
```
28
Properties=species:S:1:pos:R:3:mulliken_spin:R:1
C -1.9497 -1.7290 2.1347 0.020
C -1.9202 -1.4617 0.8408 0.003
C 2.3063 1.0976 0.4592 0.001
C 0.3703 1.8408 -0.7334 -0.001
C 0.1134 1.0692 1.5664 0.003
C 1.0109 1.9058 0.6699 0.001
C 1.4359 -0.1202 -0.0378 0.006
C 0.5906 0.3383 -1.2234 0.020
C 0.3558 -0.3948 0.9572 -0.002
C -0.7138 -0.5147 -1.0559 -0.038
C -0.8428 -0.8552 0.1927 0.014
C -0.5713 -2.2351 -3.4834 1.547
Br -0.7645 -0.7385 -4.6192 0.210
Br -2.1943 -3.1257 -3.2445 0.213
H -2.8301 -2.0325 2.5403 0.000
H -1.0733 -1.6929 2.7444 0.001
H -2.9158 -1.5833 0.3624 0.001
H 3.0228 1.6257 -0.3033 0.000
H 2.8335 0.7360 1.4466 0.000
H -0.6222 2.0887 -0.7154 0.000
H 0.9545 2.5549 -1.3614 0.000
H 0.4971 1.0090 2.5334 0.000
H -0.8973 1.4620 1.6341 0.000
H 1.3026 2.9433 0.9815 0.000
H 2.2083 -0.9706 -0.1405 -0.001
H 1.1224 0.3768 -2.2026 -0.012
H 0.6789 -0.9034 1.7880 0.001
H -1.5082 -0.6906 -1.7309 0.013
```

<S²>: 2.011
relative energy (zero: lowest compared OMol25 entry of this formula, charge and spin): 30.97 kcal per mole
2S+1: 3
E_LUMO (alpha / beta): 0.57 / -2.34 eV

***

(7)
Below is a single C27H23F3N4O5 molecule, with properties calculated with ωB97M-V/def2-TZVPD.

XYZ file:
```
62
Properties=species:S:1:pos:R:3:mulliken_charge:R:1
O -0.7766 2.1751 -1.7977 -0.677
C 0.2159 1.7311 -1.2662 -0.071
N 1.4551 1.7827 -1.7919 -0.062
C 1.6966 2.2347 -3.1419 -0.996
C 2.0515 1.1096 -4.0813 0.448
C 2.9062 1.3347 -5.1548 -0.762
C 3.2196 0.3158 -6.0315 -0.359
C 2.6798 -0.9474 -5.8341 0.769
O 3.0695 -1.9115 -6.7826 -0.406
C 2.6160 -3.1440 -6.7096 0.906
F 1.2780 -3.2516 -6.8002 -0.249
F 2.9505 -3.7931 -5.5785 -0.250
F 3.1236 -3.8489 -7.7153 -0.278
C 1.8297 -1.1956 -4.7720 -0.893
C 1.5212 -0.1598 -3.9045 -0.274
C 0.1873 1.0579 0.1111 1.746
C 0.5994 2.0057 1.2484 -1.348
N -0.6604 2.3688 1.8596 0.169
C -0.5787 3.1130 3.1063 -1.532
C 0.0690 2.3547 4.2384 0.768
C 1.4456 2.4032 4.4258 -0.267
C 2.0497 1.6519 5.4187 -0.664
C 1.2838 0.8394 6.2371 -0.426
C -0.0890 0.7900 6.0648 -0.689
C -0.6915 1.5427 5.0720 -0.274
C -1.4809 1.1746 1.8784 -1.150
C -1.2064 0.5413 0.5066 0.130
C -0.9361 -0.9411 0.5418 -0.146
C -1.9222 -1.9630 0.8314 0.755
C -1.5587 -3.3147 0.8245 -0.748
C -2.4891 -4.2992 1.1004 -0.596
C -3.7993 -3.9599 1.3933 -0.527
C -4.1571 -2.6175 1.4023 -0.352
N -5.5172 -2.2479 1.7190 1.052
O -6.3195 -3.1412 1.8787 -0.632
O -5.7695 -1.0659 1.8111 -0.612
C -3.2384 -1.6173 1.1211 -0.282
N 0.2886 -1.2278 0.3115 -0.755
O 1.0276 -0.1171 0.0640 -0.388
H 2.1902 1.2691 -1.3287 0.286
H 2.4926 2.9857 -3.1389 0.425
H 0.7666 2.7115 -3.4724 0.329
H 3.3269 2.3168 -5.3093 0.387
H 3.8785 0.4756 -6.8687 0.457
H 1.3989 -2.1687 -4.6004 0.378
H 0.8523 -0.3547 -3.0805 0.362
H 1.1103 2.9006 0.8864 0.293
H 1.2745 1.4539 1.9259 0.434
H -0.0167 4.0263 2.8928 0.486
H -1.6016 3.3904 3.3744 0.482
H 2.0466 3.0456 3.7970 0.399
H 3.1201 1.7022 5.5547 0.381
H 1.7545 0.2524 7.0118 0.385
H -0.6929 0.1657 6.7069 0.385
H -1.7653 1.5105 4.9505 0.424
H -2.5261 1.4548 2.0152 0.469
H -1.1897 0.4702 2.6786 0.505
H -1.9551 0.8290 -0.2345 0.650
H -0.5348 -3.5657 0.5983 0.528
H -2.1945 -5.3370 1.0895 0.404
H -4.5446 -4.7078 1.6154 0.503
H -3.5641 -0.5891 1.1320 0.569
```

E_LUMO: -0.70 eV
SMILES: O=C(NCc1ccc(OC(F)(F)F)cc1)[C@@]12CN(Cc3ccccc3)C[C@@H]1C(c1cccc([N+](=O)[O-])c1)=NO2

***

(8)
Below is 6 unconnected molecules or ions with the total composition C15H39N3O12, with properties calculated with ωB97M-V/def2-TZVPD.

XYZ file:
```
69
Properties=species:S:1:pos:R:3:mulliken_charge:R:1
C 10.2616 1.8243 18.0960 -0.892
N 9.3467 2.8428 17.5479 0.971
O 8.5833 2.4226 16.6955 -0.457
O 9.4615 3.9959 17.9095 -0.572
H 10.9982 1.5586 17.3148 0.300
H 9.6831 0.9845 18.3779 0.368
H 10.6004 2.2730 18.9998 0.278
C 6.6717 1.1267 14.5386 -0.396
N 6.5167 -0.4095 14.6296 0.949
O 6.6344 -1.0238 13.5992 -0.575
O 6.4879 -0.9277 15.7262 -0.550
H 7.0424 1.4440 15.4758 -0.065
H 5.7568 1.6207 14.2605 0.305
H 7.4022 1.2350 13.7530 0.324
C 5.6659 4.4319 17.0257 0.516
N 4.3707 3.6306 16.9842 1.007
O 4.1257 2.8827 16.1171 -0.600
O 3.6978 3.7470 18.0119 -0.592
H 5.6182 5.0268 17.9086 -0.415
H 5.7224 5.0479 16.0984 0.382
H 6.4434 3.6708 16.9143 -0.305
C 2.2443 5.3778 20.4804 -0.504
O 3.3646 6.1983 20.7939 -0.344
C 3.9463 7.0349 19.7298 -0.365
C 5.3563 7.4641 20.2287 -0.726
O 6.3354 6.4210 20.1400 -0.130
C 7.5091 6.8206 20.7554 -0.763
H 2.0193 4.8252 21.3828 0.276
H 2.5254 4.6390 19.7317 0.118
H 1.3637 5.9100 20.0794 0.301
H 3.2327 7.9242 19.7013 0.354
H 3.9689 6.4944 18.7848 0.196
H 5.2899 7.8287 21.3329 0.349
H 5.6682 8.3114 19.6094 0.441
H 7.3703 7.0704 21.8153 0.380
H 7.9422 7.7377 20.3458 0.348
H 8.2169 5.9872 20.7207 0.152
C 9.9838 2.2412 21.5440 -0.963
O 9.0041 2.5136 20.5936 -0.106
C 7.8655 3.1624 21.0947 -0.728
C 6.8656 3.1013 19.9575 -0.196
O 6.6952 1.8832 19.3060 -0.184
C 5.5529 1.1136 19.6887 -0.829
H 10.4807 3.1763 21.7872 0.376
H 10.7208 1.5370 21.2125 0.251
H 9.5584 1.8435 22.4739 0.353
H 8.0076 4.1908 21.3368 0.179
H 7.4602 2.7125 21.9425 0.501
H 7.2742 3.8175 19.2700 -0.134
H 5.8977 3.4929 20.2675 0.572
H 5.6768 0.6168 20.6229 0.331
H 5.2888 0.2834 18.9843 0.220
H 4.6620 1.7401 19.7491 0.278
C 3.7562 6.1467 11.8632 -0.723
O 5.1515 6.2652 12.0811 -0.301
C 5.8859 5.5173 11.1655 -0.601
C 7.2880 5.4147 11.7061 -0.560
O 7.3262 4.5672 12.8329 -0.098
C 8.5681 4.5343 13.4717 -0.552
H 3.4698 5.0802 11.8960 0.313
H 3.3384 6.5493 10.8833 0.284
H 3.1726 6.6970 12.6470 0.246
H 5.8712 5.9702 10.2050 0.423
H 5.3533 4.5578 10.9361 0.348
H 7.5953 6.4565 12.0160 0.289
H 7.9903 5.1616 10.8479 0.344
H 8.8771 5.4949 13.8692 0.349
H 9.3064 4.2902 12.6558 0.355
H 8.4900 3.7523 14.2680 -0.101
```

relative energy (zero: lowest compared OMol25 entry of this formula, charge and spin): 19.53 kcal per mole
E_LUMO: 0.13 eV
SMILES: C[N+](=O)[O-].C[N+](=O)[O-].C[N+](=O)[O-].COCCOC.COCCOC.COCCOC

***

Number 1: molar mass 202.4 u, electronic energy -46911.472 eV. Number 2: molar mass 112.2 u, electronic energy -9391.597 eV. Number 3: molar mass 663.5 u, electronic energy -68893.378 eV. Number 4: molar mass 88.1 u, electronic energy -7427.118 eV. Number 5: molar mass 736.4 u, electronic energy -68283.000 eV. Number 6: molar mass 318.1 u, electronic energy -152749.543 eV. Number 7: molar mass 540.5 u, electronic energy -52719.925 eV. Number 8: molar mass 453.5 u, electronic energy -45214.426 eV.